Entry 1:
{
  "formula": "C8H14N2S",
  "method": "ωB97M-V/def2-TZVPD",
  "smiles": "CCN1CCC[C@]1(C)SC#N",
  "spin_multiplicity": 1,
  "elements": ["C", "C", "N", "C", "C", "C", "C", "C", "S", "C", "N", "H", "H", "H", "H", "H", "H", "H", "H", "H", "H", "H", "H", "H", "H"],
  "xyz": [[-2.212, 1.382, 0.421], [-1.472, 0.308, 1.088], [-0.141, 0.096, 0.578], [0.829, 1.193, 0.411], [2.173, 0.588, 0.125], [1.852, -0.792, -0.358], [0.359, -0.971, -0.058], [-0.047, -2.413, 0.203], [-0.890, -1.022, -1.920], [-0.519, 0.470, -2.435], [-0.141, 1.484, -2.827], [-2.334, 1.210, -0.637], [-3.203, 1.700, 0.837], [-1.618, 2.335, 0.545], [-1.409, 0.529, 2.288], [-1.987, -0.665, 1.193], [0.829, 1.912, 1.220], [0.473, 1.767, -0.608], [2.661, 0.600, 1.076], [2.880, 1.248, -0.506], [1.936, -0.829, -1.440], [2.393, -1.589, 0.231], [-1.043, -2.729, -0.095], [0.153, -2.838, 1.238], [0.478, -2.972, -0.572]],
  "nbo_charge": [-0.64, -0.21, -0.45, -0.23, -0.43, -0.47, 0.41, -0.70, -0.07, 0.01, -0.41, 0.23, 0.23, 0.21, 0.19, 0.22, 0.21, 0.23, 0.21, 0.24, 0.26, 0.23, 0.24, 0.23, 0.24]
}

=====

Entry 2:
{
  "formula": "C4H10O2",
  "method": "ωB97M-V/def2-TZVPD",
  "spin_multiplicity": 1,
  "elements": ["C", "O", "C", "C", "C", "O", "H", "H", "H", "H", "H", "H", "H", "H", "H", "H"],
  "xyz": [[1.887, 0.914, 0.140], [0.653, 0.539, 0.698], [-0.493, -0.557, -0.489], [-0.147, -1.731, 0.206], [-1.757, 0.204, -0.217], [-1.601, 1.582, -0.396], [2.332, 0.093, -0.452], [1.764, 1.782, -0.521], [2.601, 1.185, 0.928], [0.028, -0.285, -1.406], [0.540, -0.740, 0.858], [0.537, -2.434, -0.261], [-0.880, -2.154, 0.892], [-2.512, -0.141, -0.936], [-2.118, -0.054, 0.791], [-0.836, 1.799, 0.165]],
  "nbo_charge": [-0.26, -0.77, 0.13, -0.78, -0.12, -0.71, 0.15, 0.17, 0.18, 0.21, 0.46, 0.23, 0.23, 0.21, 0.17, 0.49]
}

=====

The records above give, respectively, max |F| values of 5.1 0.4 eV/A.
The records above give, respectively, DFT total energy values of -820.85009 -308.75524 Ha.